Entry 1:
{
  "formula": "CH5OS2",
  "method": "ωB97M-V with the def2-TZVPD basis set",
  "total_charge": -1,
  "e_homo_ev": -3.171,
  "de_lowest_ev": 0.959,
  "energy_ev": -24836.22652,
  "symbols": ["O", "H", "C", "S", "S", "H", "H", "H", "H"],
  "xyz": [[2.174, 0.166, -0.241], [2.632, 0.295, 0.593], [-0.266, -0.668, -0.770], [0.482, 0.308, 0.568], [-1.700, 0.588, 1.775], [-0.835, -1.491, -0.342], [-1.026, -0.050, -1.263], [0.448, -0.945, -1.542], [-1.910, 1.797, 1.223]],
  "mulliken_charge": [-0.6585, 0.2386, -0.7629, 0.0298, -0.6588, 0.2580, 0.2414, 0.2810, 0.0314]
}

***

Entry 2:
{
  "formula": "BH4NO",
  "method": "ωB97M-V with the def2-TZVPD basis set",
  "total_charge": 0,
  "e_homo_ev": [-6.462, -10.598],
  "multiplicity": 3,
  "de_lowest_ev": 0.000,
  "energy_ev": -4275.46534,
  "symbols": ["B", "N", "O", "H", "H", "H", "H"],
  "xyz": [[-0.027, -0.101, -0.276], [0.003, 0.855, 0.783], [0.158, 0.080, -1.613], [-0.571, -2.328, 0.700], [-0.020, 0.407, 1.783], [0.613, 1.685, 0.751], [-0.156, -0.598, -2.128]],
  "mulliken_charge": [0.0082, -0.4437, -0.3924, -0.0085, 0.2497, 0.2532, 0.3335]
}

***

Entry 3:
{
  "formula": "C23H26N5OPtS2",
  "method": "ωB97M-V with the def2-TZVPD basis set",
  "total_charge": 1,
  "e_homo_ev": -9.733,
  "de_lowest_ev": 0.204,
  "energy_ev": -58680.93119,
  "symbols": ["Pt", "C", "C", "N", "N", "C", "N", "S", "C", "C", "C", "C", "C", "N", "H", "H", "H", "H", "H", "H", "H", "H", "H", "H", "O", "N", "C", "C", "C", "C", "C", "S", "H", "H", "H", "H", "C", "C", "C", "C", "C", "C", "C", "C", "C", "C", "H", "H", "H", "H", "H", "H", "H", "H", "H", "H", "H", "H"],
  "xyz": [[0.145, -0.497, -0.990], [-2.035, -4.242, -0.975], [-1.154, -3.069, -1.270], [-1.330, -1.892, -0.775], [-2.513, -1.704, -0.084], [-2.938, -0.538, 0.432], [-4.209, -0.542, 0.856], [-2.104, 0.926, 0.545], [-0.037, -3.174, -2.247], [0.240, -4.318, -2.968], [1.255, -4.272, -3.920], [1.938, -3.089, -4.115], [1.598, -1.978, -3.352], [0.637, -2.030, -2.437], [-2.283, -4.286, 0.088], [-1.532, -5.173, -1.214], [-2.960, -4.212, -1.559], [-3.141, -2.492, -0.045], [-4.886, -1.180, 0.464], [-4.576, 0.321, 1.228], [-0.318, -5.229, -2.817], [1.499, -5.154, -4.495], [2.729, -3.012, -4.848], [2.099, -1.024, -3.455], [-0.605, 1.282, -2.645], [0.094, 2.365, -2.439], [-0.402, 3.542, -2.901], [0.273, 4.723, -2.744], [1.502, 4.716, -2.090], [1.990, 3.522, -1.615], [1.286, 2.327, -1.783], [1.960, 0.822, -1.185], [-1.352, 3.437, -3.401], [-0.160, 5.633, -3.133], [2.059, 5.631, -1.946], [2.936, 3.472, -1.092], [1.118, -1.162, 1.956], [0.103, -0.027, 2.118], [-1.045, -0.577, 2.980], [-0.362, 0.501, 0.695], [0.712, 1.158, 2.885], [1.945, 1.079, 3.524], [2.447, 2.156, 4.246], [1.723, 3.331, 4.352], [0.484, 3.421, 3.731], [-0.010, 2.347, 3.011], [0.705, -1.950, 1.329], [1.355, -1.591, 2.932], [2.039, -0.819, 1.487], [-1.478, -1.483, 2.543], [-1.837, 0.155, 3.140], [-0.650, -0.845, 3.960], [0.063, 1.501, 0.577], [2.540, 0.179, 3.460], [3.414, 2.070, 4.726], [2.115, 4.168, 4.914], [-0.099, 4.330, 3.809], [-0.985, 2.442, 2.547]],
  "mulliken_charge": [0.8439, -1.9447, 0.9346, -0.2931, -0.4229, 0.7627, -0.4383, -0.2432, 0.9076, -0.7071, -0.5441, -0.7818, 0.0617, -0.0700, 0.5260, 0.4139, 0.3749, 0.2527, 0.2009, 0.2712, 0.2774, 0.4471, 0.4042, 0.4405, -0.6948, 0.4448, -0.2845, -0.6796, -0.2437, -0.7944, 0.6248, -0.6346, 0.4213, 0.4148, 0.4070, 0.4152, -2.4190, 3.5555, -1.9287, -1.6853, -0.2089, -0.4229, -0.8806, -0.4348, -1.0460, 0.1389, 0.3367, 0.5786, 0.5030, 0.4341, 0.4307, 0.4745, 0.6571, 0.3683, 0.3938, 0.4137, 0.3982, 0.2725]
}

***

Entry 4:
{
  "formula": "C5H4IrN2O5",
  "method": "ωB97M-V with the def2-TZVPD basis set",
  "total_charge": 3,
  "e_homo_ev": [-20.632, -23.763],
  "multiplicity": 5,
  "energy_ev": -21268.31858,
  "symbols": ["Ir", "O", "C", "C", "O", "C", "O", "C", "O", "N", "C", "N", "O", "H", "H", "H", "H"],
  "xyz": [[0.001, -0.005, -0.206], [-0.538, 3.057, 0.045], [-0.335, 1.907, 0.020], [1.820, -0.664, 0.024], [2.903, -1.055, 0.047], [-1.484, -1.246, 0.025], [-2.369, -1.985, 0.048], [0.000, -0.004, -2.109], [-0.001, 0.002, -3.270], [1.145, 0.103, 4.035], [0.000, -0.002, 3.340], [-1.143, -0.108, 4.036], [0.000, 0.000, 2.084], [1.213, 0.113, 5.040], [1.977, 0.182, 3.493], [-1.976, -0.183, 3.494], [-1.212, -0.111, 5.041]],
  "mulliken_charge": [1.0179, -0.1197, 0.3685, 0.3476, -0.1110, 0.3493, -0.1109, 0.4295, -0.1363, -0.0812, 0.5261, -0.0861, -0.5347, 0.2941, 0.2740, 0.2802, 0.2927]
}

***

Entry 5:
{
  "formula": "C4H9N3O",
  "method": "ωB97M-V with the def2-TZVPD basis set",
  "smiles": "[H]/N=C(C)\\N=C/N(C)O",
  "total_charge": 0,
  "e_homo_ev": -8.603,
  "de_lowest_ev": 4.315,
  "energy_ev": -10808.14647,
  "symbols": ["H", "N", "C", "C", "N", "C", "N", "C", "O", "H", "H", "H", "H", "H", "H", "H", "H"],
  "xyz": [[1.241, 1.154, 2.746], [1.861, 1.041, 1.878], [1.260, 1.017, 0.715], [1.893, 1.028, -0.665], [-0.064, 1.324, 0.744], [-0.924, 0.511, 0.266], [-0.859, -0.728, -0.262], [-2.186, -1.457, -0.396], [0.203, -1.545, -0.004], [1.936, 2.112, -1.006], [1.419, 0.430, -1.432], [2.931, 0.884, -0.554], [-1.928, 0.931, 0.215], [-2.983, -0.837, -1.126], [-1.794, -2.363, -0.952], [-2.677, -1.695, 0.612], [0.671, -1.808, -0.780]],
  "mulliken_charge": [0.2520, -0.7915, 0.7962, -1.0220, -0.5862, 0.0106, 0.1332, -0.7907, -0.4223, 0.2785, 0.2812, 0.3793, 0.2910, 0.2899, 0.2788, 0.2925, 0.3293]
}

***

Entry 6:
{
  "formula": "C12H17N",
  "method": "ωB97M-V with the def2-TZVPD basis set",
  "smiles": "Cc1c[nH]c2ccccc12.CCC",
  "total_charge": 0,
  "e_homo_ev": -7.950,
  "de_lowest_ev": 0.754,
  "energy_ev": -14209.58343,
  "symbols": ["C", "C", "C", "N", "C", "C", "C", "C", "C", "C", "H", "H", "H", "H", "H", "H", "H", "H", "H", "C", "C", "C", "H", "H", "H", "H", "H", "H", "H", "H"],
  "xyz": [[-0.424, -1.427, -2.493], [-1.135, -0.594, -1.473], [-2.323, -0.849, -0.869], [-2.706, 0.231, -0.069], [-1.839, 1.279, -0.335], [-1.743, 2.514, 0.306], [-0.701, 3.339, -0.050], [0.273, 2.914, -0.976], [0.250, 1.627, -1.463], [-0.861, 0.803, -1.242], [0.376, -0.876, -2.985], [-1.101, -1.756, -3.284], [0.032, -2.333, -2.092], [-2.964, -1.715, -0.877], [-3.704, 0.343, 0.037], [-2.584, 2.810, 0.918], [-0.605, 4.347, 0.338], [1.173, 3.490, -1.105], [1.128, 1.194, -1.936], [2.461, -0.871, 2.715], [1.159, -1.211, 1.929], [1.483, -2.126, 0.766], [2.237, -0.740, 3.776], [2.795, 0.092, 2.346], [3.260, -1.603, 2.619], [0.374, -1.552, 2.609], [0.770, -0.240, 1.615], [1.689, -3.153, 1.062], [0.826, -2.201, -0.102], [2.404, -1.736, 0.317]],
  "mulliken_charge": [-1.2342, 0.8181, -0.8492, -0.1775, -0.1271, -0.8348, -0.2723, -0.8523, -0.2993, 0.7443, 0.2921, 0.3393, 0.3183, 0.4444, 0.2685, 0.3681, 0.3936, 0.3571, 0.3093, -1.2258, 0.1174, -0.8143, 0.3393, 0.3241, 0.3125, 0.2988, 0.0221, 0.3577, -0.0392, 0.3008]
}